# 1
{
  "formula": "C4H3Cl3",
  "method": "ωB97M-V/def2-TZVPD",
  "lumo_energy_ev": -1.2,
  "multiplicity": 1,
  "charge": 0,
  "gap_ev": 7.70,
  "relative_energy_kj_mol": 539.2,
  "homo_energy_ev": -8.9,
  "symbols": ["H", "C", "H", "Cl", "Cl", "H", "C", "C", "Cl", "C"],
  "coordinates": [[-0.985117, -0.105155, 0.313519], [0.106978, -0.592946, -2.832157], [0.460030, 0.845753, -0.156852], [-3.020114, 2.010445, -2.507671], [-0.808100, -1.750509, -3.519664], [0.260120, -0.928821, -0.806251], [-2.094789, 1.385731, -1.262831], [-1.031544, 0.556177, -1.546722], [-2.268464, 1.969310, 0.434434], [-0.207429, 0.026398, -0.495082]],
  "forces_ev_per_a": [[1.44, -0.60, -0.18], [-1.43, 2.97, 1.38], [0.31, -0.96, -0.06], [-1.11, 0.76, -0.43], [-0.77, -0.73, -0.34], [0.30, 0.48, 0.70], [3.43, -1.93, -0.32], [-0.95, -0.02, -1.48], [-0.36, -0.17, -1.47], [-0.87, 0.19, 2.20]]
}

=====

# 2
{
  "formula": "CH3NO2S2",
  "method": "ωB97M-V/def2-TZVPD",
  "lumo_energy_ev": [-0.7, -0.7],
  "multiplicity": 1,
  "charge": 0,
  "gap_ev": [8.54, 8.54],
  "relative_energy_kj_mol": 30.4,
  "homo_energy_ev": [-9.2, -9.2],
  "symbols": ["O", "C", "H", "H", "S", "O", "S", "N", "H"],
  "coordinates": [[-0.860691, -0.311898, 0.303560], [-0.763889, 0.262960, -0.768011], [0.318834, 0.925453, -2.257844], [1.101652, -0.439671, -1.283518], [0.008306, -0.204929, 2.334379], [1.125466, 0.639165, 1.879661], [0.488261, -2.029762, 2.448101], [0.261878, 0.173560, -1.588046], [-1.679816, 0.985123, -1.068281]],
  "forces_ev_per_a": [[-0.68, -0.51, -1.04], [-2.72, 1.56, 0.92], [0.53, -0.42, -0.25], [-1.94, 1.76, -0.81], [1.89, -0.10, 0.35], [-0.90, -0.17, 0.39], [-0.31, 0.22, 0.30], [1.98, -1.00, 0.06], [2.15, -1.34, 0.08]]
}

=====

# 3
{
  "formula": "C10H13NO",
  "method": "ωB97M-V/def2-TZVPD",
  "lumo_energy_ev": 0.5,
  "multiplicity": 1,
  "smiles": "Cc1c[nH]c2ccccc12.CO",
  "charge": 0,
  "gap_ev": 8.18,
  "relative_energy_kj_mol": 230.3,
  "homo_energy_ev": -7.6,
  "symbols": ["H", "C", "C", "C", "C", "H", "H", "H", "C", "C", "C", "H", "N", "H", "H", "H", "C", "H", "H", "C", "C", "H", "O", "H", "H"],
  "coordinates": [[2.009104, -0.842140, -4.679306], [1.283645, -0.774039, -3.926375], [0.912165, 2.012348, 2.622022], [-0.329468, 1.513209, 2.384255], [2.029003, 1.570854, 1.907874], [-3.770381, -0.710110, 0.435384], [1.234816, 3.006726, 3.151459], [3.085858, 1.993703, 2.112510], [-1.189327, -1.140644, -0.102141], [1.881246, 0.493601, 0.938570], [0.583876, -0.054009, 0.788033], [1.360790, 0.211373, -3.439500], [0.210372, -1.189078, -0.039179], [0.683733, -1.236408, -1.013524], [-3.493285, 0.789206, 1.300658], [0.323003, -0.648240, -4.326228], [-3.121384, -0.182224, 1.172744], [0.626079, -2.417441, -3.205971], [-1.208104, 1.750188, 3.008722], [-0.558262, 0.552883, 1.375665], [-1.729774, -0.180358, 0.798798], [2.820492, 0.285948, 0.315453], [1.373806, -1.760462, -2.909441], [-3.430578, -0.943537, 1.947585], [-1.587414, -2.101360, -0.618075]],
  "forces_ev_per_a": [[1.11, -0.42, -1.03], [0.07, 2.04, 2.08], [2.75, 2.78, 0.35], [-2.54, -0.52, 0.10], [1.08, -1.95, -1.74], [0.64, 0.90, -0.53], [-1.60, -2.17, -0.10], [-2.06, -0.61, -0.52], [-0.31, -0.56, 1.42], [1.05, 1.69, 1.02], [0.92, -0.32, -1.44], [0.65, -0.20, 0.00], [0.80, 2.69, -1.28], [-0.62, -0.21, 2.15], [-0.87, 1.21, 0.69], [-1.56, -0.60, -0.91], [-2.23, -2.69, -0.05], [2.40, 1.45, 1.29], [0.57, 0.50, -0.44], [0.38, -1.83, -0.38], [3.10, -2.27, -1.61], [-1.76, -0.36, 0.97], [-2.74, -2.23, -1.35], [0.87, 1.40, 0.45], [-0.12, 2.28, 0.87]]
}

=====

# 4
{
  "formula": "C2H7N2",
  "method": "ωB97M-V/def2-TZVPD",
  "lumo_energy_ev": -3.6,
  "multiplicity": 1,
  "smiles": "N/C=C/[NH3+]",
  "charge": 1,
  "gap_ev": 9.43,
  "relative_energy_kj_mol": 149.1,
  "homo_energy_ev": -13.0,
  "symbols": ["H", "H", "H", "C", "N", "C", "H", "H", "N", "H", "H"],
  "coordinates": [[-0.790359, -0.847538, -1.127211], [0.469679, 0.878243, 1.215859], [1.890543, -0.609004, -0.087585], [-0.056840, -0.391001, -0.459761], [-1.562750, 0.713505, 1.046542], [-0.366669, 0.344920, 0.695151], [-2.391211, 0.516517, 0.457627], [1.419476, -1.503963, -1.317140], [1.353751, -0.597626, -0.833544], [-1.675702, 1.312813, 1.888411], [1.710077, 0.183136, -1.478354]],
  "forces_ev_per_a": [[0.41, 0.21, 0.29], [-0.71, -0.92, -0.11], [3.55, -0.23, 4.76], [-1.17, 0.97, 2.13], [-2.62, 1.02, 1.32], [3.17, -0.52, -3.25], [0.89, 0.18, 0.88], [0.32, 0.40, 0.10], [-3.26, 1.20, -5.71], [-0.12, -0.86, -1.23], [-0.46, -1.46, 0.83]]
}

=====

# 5
{
  "formula": "C54H53N13O14",
  "method": "ωB97M-V/def2-TZVPD",
  "lumo_energy_ev": -1.6,
  "multiplicity": 1,
  "charge": 0,
  "gap_ev": 7.77,
  "relative_energy_kj_mol": 158.4,
  "homo_energy_ev": -9.4,
  "symbols": ["O", "H", "O", "H", "O", "C", "C", "H", "C", "C", "O", "H", "H", "C", "H", "C", "C", "C", "C", "C", "N", "C", "N", "H", "H", "N", "H", "H", "H", "O", "C", "H", "H", "C", "C", "C", "C", "C", "C", "C", "H", "H", "C", "H", "H", "C", "H", "O", "H", "C", "O", "C", "C", "O", "H", "N", "H", "C", "C", "C", "C", "C", "C", "H", "C", "H", "H", "N", "H", "H", "H", "C", "H", "O", "O", "C", "N", "C", "H", "H", "C", "H", "C", "N", "O", "H", "H", "N", "C", "C", "C", "H", "H", "C", "H", "C", "N", "H", "H", "C", "H", "N", "C", "H", "H", "N", "C", "C", "H", "C", "C", "N", "H", "N", "H", "H", "H", "H", "H", "H", "C", "C", "H", "H", "C", "C", "C", "H", "O", "O", "H", "O", "C", "C"],
  "coordinates": [[4.743279, -1.102094, -6.115527], [1.085576, -4.017051, -1.190745], [-1.351613, 3.676571, -6.412714], [-3.533203, 2.473022, 2.574520], [6.253300, -2.490202, -6.755482], [3.497540, 2.965244, 3.149373], [-0.527188, -0.873271, -4.464777], [1.230251, 0.263167, -1.618284], [4.147825, -4.550392, 0.163429], [-0.349959, -2.317751, 3.751038], [-0.207421, 9.035158, 3.419226], [0.671608, -3.893336, 4.692988], [-5.948600, 3.231001, 2.857791], [5.684830, -1.707280, -2.162605], [0.317107, 3.959311, -2.809431], [-3.679768, -3.730062, -3.197853], [6.908887, -2.330336, -1.880190], [-0.227202, -0.517111, -0.262263], [-3.794804, -5.756003, 1.578698], [3.237357, 2.252369, 0.473788], [5.636966, -1.889197, -5.899287], [-0.753147, 3.932138, -2.958046], [3.760540, 3.284982, 4.546463], [-6.209033, -3.310229, 2.111281], [3.046927, 1.979489, -0.555204], [-0.699749, 3.969659, -5.429995], [6.247007, -7.125139, 0.794686], [-3.797738, 1.499073, -0.259078], [-2.127588, -5.216941, -2.905127], [3.008286, -2.235699, 1.341187], [3.657079, 3.938689, 2.155000], [-0.956649, 3.942847, -0.851125], [-0.901004, -3.797975, 0.241305], [-5.438146, 1.921203, -1.488596], [-6.426280, -0.065976, 2.973269], [-5.672097, 2.186330, 2.751034], [6.099549, -3.821548, 1.392990], [0.696154, -3.326307, 3.761534], [5.878702, -6.110472, 0.693232], [-6.144997, -2.953210, 1.085274], [-1.716402, -1.589368, 0.867346], [-5.197590, 0.374116, -0.155273], [-5.122361, -0.495337, 2.950418], [0.047721, -1.548143, -3.838850], [4.326096, -1.141245, -3.697477], [-4.564296, 0.968008, -0.816071], [-6.766612, -2.063831, 0.958366], [1.761388, 8.899688, 2.513451], [4.132841, -6.650924, -0.377268], [-4.350475, 1.773906, 2.667950], [-8.946880, 0.932592, 3.254384], [0.338851, 7.105205, 2.324704], [6.060258, -2.065760, -4.494488], [-8.305626, 2.930391, 2.856444], [6.609578, -3.105388, 2.020717], [-6.072215, 2.674772, -2.075218], [-3.331389, 4.430249, -5.134001], [-0.811476, -1.643792, 0.281957], [-2.814551, -5.471229, 2.608374], [7.704155, -2.794987, -2.923758], [-4.079400, 0.405725, 2.713156], [-6.710864, 1.294492, 2.886027], [-1.483092, 4.009026, -1.793169], [3.100611, -4.438514, -0.089368], [4.642878, -5.847152, 0.135405], [2.957021, 0.265185, 1.265622], [0.137677, -0.306101, -5.116479], [-3.804559, -2.478902, 0.105589], [-4.807401, -1.508648, 3.160888], [-2.527120, -4.133751, -1.510726], [-3.028811, -6.117831, 3.459818], [3.083286, 1.318991, 1.473793], [8.682672, -3.173343, -2.661462], [4.314275, 4.337305, 4.773907], [0.504660, 4.098197, -5.411318], [6.614118, -5.118127, 1.302141], [-8.087709, 1.744881, 3.016855], [-0.507660, 6.306021, 3.062221], [0.513014, -4.099447, 3.013222], [-3.050663, -4.440915, 2.892048], [0.551130, 5.339828, 0.726705], [-1.209163, -1.429112, -5.113409], [-1.426219, 4.138089, -4.164775], [-4.593952, -3.281624, -3.726901], [3.417794, 2.481356, 5.382200], [-1.631400, -3.624134, -2.980151], [-0.477443, 3.520763, 1.174521], [-4.613456, -5.965001, 0.799711], [3.553840, 3.577091, 0.832221], [-0.920373, 5.073750, 2.617087], [3.177051, 1.661869, 2.815026], [-7.203854, -0.804972, 3.119003], [5.175661, -1.285256, -1.306135], [0.794304, -0.629681, -1.189311], [7.521979, -5.339241, 1.845848], [-4.838048, -2.706020, 0.543833], [-0.729758, 0.835999, -0.005486], [-3.453368, 4.134804, -0.898583], [3.834456, 4.959826, 2.460940], [-2.878991, 4.175981, -1.815108], [7.889812, -3.146957, -4.996887], [-1.141579, -1.490733, 3.677960], [-1.351752, 0.013257, -3.679484], [3.117423, 0.881780, 3.558592], [7.285990, -2.410466, -0.869658], [0.667471, 8.464215, 2.801629], [-0.386816, 4.572441, 1.412925], [-2.783833, 4.334686, -4.208710], [3.754118, 4.315870, 0.067952], [-2.458635, -4.227143, -2.590860], [-0.350048, -2.916462, -0.055834], [-2.034675, 0.709153, -3.077068], [-1.782611, -5.612483, 2.306152], [4.213268, -2.292734, 1.180699], [-0.890686, 6.686510, 4.002749], [-4.177716, 0.341434, -1.618922], [1.584134, 7.193500, 0.570579], [-1.688872, 4.485697, 3.096786], [-6.764885, -3.690277, 0.565089], [2.011131, -2.113012, -2.266510], [5.238070, -1.679292, -3.460010], [1.266132, -1.867370, -1.517328], [-4.612342, 4.283360, -3.065635], [-3.026631, 0.158230, 2.656751], [0.852584, 6.619868, 1.125661], [4.835355, -3.574061, 0.854264], [7.274072, -2.676186, -4.244162], [1.069351, 4.975378, -0.151387], [4.944199, -1.325138, 1.296484], [-1.696870, 0.921828, 0.723782], [1.643372, -2.828266, 3.570593], [-0.226306, 1.778775, -0.563052], [0.705685, -3.029991, -0.959999], [-3.534565, 4.301631, -3.021980]],
  "forces_ev_per_a": [[-0.37, 0.03, 0.07], [0.01, 0.07, -0.32], [0.07, 0.09, -0.10], [-0.08, 0.15, -0.04], [-0.06, -0.10, 0.15], [-0.20, -0.27, -1.05], [-0.16, -0.16, -0.74], [-0.15, 0.01, -0.05], [-1.16, -0.69, 0.77], [-0.09, 0.02, -0.26], [0.32, 0.21, 0.14], [0.30, 0.41, 0.23], [0.23, 0.01, -0.39], [1.04, -1.04, 0.98], [0.12, -0.49, -0.75], [-0.04, -0.21, -0.35], [0.05, 0.35, -0.62], [0.53, -0.39, -0.50], [-0.15, -0.49, -0.61], [-0.03, 0.85, 0.34], [0.33, 0.15, -0.02], [-0.09, 1.20, 0.29], [-0.18, 0.35, -0.18], [0.58, 0.37, 0.15], [0.33, 0.03, -0.10], [-0.27, 0.04, 0.04], [-0.06, -0.02, -0.38], [0.13, -0.21, -0.08], [-0.78, -0.28, 0.13], [-0.14, -0.48, -0.11], [0.04, -0.12, 0.90], [-0.29, -0.02, -0.28], [0.07, 0.04, 0.37], [0.19, 0.20, -0.02], [-0.61, -0.38, 0.34], [-0.32, 1.39, 0.54], [-0.24, -0.57, 0.10], [-0.23, -0.52, 0.12], [0.31, -0.63, 0.41], [-2.02, -0.20, -0.14], [0.15, 0.34, 0.19], [0.28, -0.09, 0.16], [1.52, 0.31, -0.26], [-0.03, -0.03, 0.03], [-0.03, -0.22, -0.08], [-0.85, 0.01, -0.37], [0.30, 0.24, 0.36], [-0.04, 0.22, 0.08], [-0.32, 0.12, 0.13], [-0.54, -0.83, -0.25], [-0.22, -0.72, 0.18], [0.08, -0.73, -0.70], [0.38, -1.01, -0.06], [0.19, 0.10, 0.07], [-0.07, 0.28, -0.25], [-0.30, 0.09, 0.03], [0.31, -0.04, -0.21], [-0.75, -0.23, 0.19], [-0.71, 0.27, 0.46], [-0.42, 0.37, 0.42], [0.01, 1.03, 0.44], [0.95, -1.32, -0.07], [-0.82, 0.25, 0.28], [0.17, 0.55, -0.35], [0.66, 0.25, -0.65], [-0.29, 0.10, -0.26], [0.05, 0.03, 0.12], [0.27, -0.02, -0.06], [-0.47, -0.20, -0.20], [0.10, -0.06, 0.01], [0.11, 0.04, 0.04], [-0.18, -0.54, 0.24], [-0.02, -0.30, -0.33], [0.14, 0.29, 0.18], [0.38, 0.01, 0.01], [-0.25, 1.00, 0.44], [-0.19, 0.92, -0.36], [-0.84, 0.83, 1.05], [0.02, 0.36, -0.35], [0.61, 0.01, 0.22], [-0.37, -0.24, -0.26], [0.19, -0.19, 0.04], [0.28, -0.48, 0.34], [-0.06, -0.04, 0.11], [-0.07, -0.31, 0.36], [-0.13, 0.39, 0.39], [-0.54, 0.09, -0.28], [0.17, 0.08, 0.12], [-0.20, -0.56, -0.51], [0.25, -0.70, -1.65], [0.57, 0.07, -0.02], [-0.19, 0.28, 0.06], [-0.50, 0.07, -0.32], [0.52, 0.73, 0.03], [0.11, -0.09, -0.21], [-0.04, -0.37, 0.04], [-0.87, -0.44, 0.14], [0.05, 0.11, 0.08], [0.22, 0.00, -0.09], [0.55, -0.43, -0.02], [-0.16, 0.45, -0.39], [-0.14, -0.03, 0.08], [-0.05, 0.24, 0.27], [-0.09, 0.15, 0.18], [-0.14, 0.13, 0.07], [-0.31, -0.68, -0.34], [0.99, 0.16, 1.17], [-1.02, -0.33, 0.41], [-0.22, 0.05, -0.04], [0.83, 0.24, -0.28], [0.41, 0.56, -0.83], [-0.07, 0.10, 0.21], [-0.02, 0.14, -0.21], [0.02, 0.74, -0.10], [-0.01, 0.06, -0.09], [0.42, -0.11, 0.32], [-0.14, 0.15, 0.03], [0.20, 0.08, 0.50], [0.79, -0.23, -0.51], [0.28, 0.85, 0.00], [-0.69, 1.72, -0.32], [0.08, -2.28, -0.20], [-0.03, 0.31, -0.02], [-0.20, -0.63, 0.08], [0.72, 0.79, 0.60], [0.85, -0.30, 0.31], [0.55, -0.56, 0.46], [-0.21, -0.21, -0.02], [0.19, -0.29, -0.03], [-0.11, 0.06, 0.43], [0.14, -0.25, 0.12], [0.76, -0.05, -0.04], [-0.44, 0.60, 0.79], [0.63, 0.00, -0.44]]
}

=====

Number 1: maximum force 3.94 eV Å⁻¹. Number 2: maximum force 3.27 eV Å⁻¹. Number 3: maximum force 4.16 eV Å⁻¹. Number 4: maximum force 6.69 eV Å⁻¹. Number 5: maximum force 2.29 eV Å⁻¹.